{"formula": "C20H60CaN5O9P", "method": "the ωB97M-V functional and the def2-TZVPD basis", "elements": ["Ca", "P", "O", "O", "O", "O", "C", "C", "C", "O", "C", "N", "H", "H", "H", "H", "H", "H", "H", "H", "H", "H", "H", "H", "C", "C", "C", "O", "C", "N", "H", "H", "H", "H", "H", "H", "H", "H", "H", "H", "H", "H", "C", "C", "C", "O", "C", "N", "H", "H", "H", "H", "H", "H", "H", "H", "H", "H", "H", "H", "C", "C", "C", "O", "C", "N", "H", "H", "H", "H", "H", "H", "H", "H", "H", "H", "H", "H", "C", "C", "C", "O", "C", "N", "H", "H", "H", "H", "H", "H", "H", "H", "H", "H", "H", "H"], "positions_angstrom": [[-2.3140, -1.1663, 6.0707], [-0.7808, 0.2866, 1.8129], [-0.6094, 1.7180, 1.3380], [-2.2075, -0.0137, 2.3843], [-0.0621, 0.0257, 3.1614], [-0.5217, -0.8660, 0.7121], [-5.8743, -5.9178, -2.6013], [-4.3218, -5.6531, -2.3800], [-3.4793, -6.1156, -3.5442], [-2.0915, -6.1683, -3.1521], [-1.2437, -6.3642, -4.3164], [-4.0647, -4.2200, -1.9911], [-4.2953, -3.5108, -2.6723], [-4.3331, -3.9131, -1.0670], [-3.0700, -4.1225, -1.8458], [-6.1264, -6.9181, -2.9536], [-6.3747, -5.2186, -3.2711], [-6.4698, -5.8363, -1.6919], [-3.9748, -6.1457, -1.4717], [-3.6686, -5.3605, -4.3072], [-3.7561, -7.0518, -4.0290], [-1.3700, -7.3571, -4.7480], [-0.1840, -6.3624, -4.0613], [-1.4247, -5.5353, -5.0007], [-4.1621, 7.4765, 2.4050], [-4.9956, 6.3447, 2.9233], [-6.3510, 6.8086, 3.4075], [-7.0501, 5.6624, 3.9162], [-8.4287, 5.6248, 3.8282], [-5.0716, 5.1934, 1.8957], [-4.1776, 4.7316, 1.8087], [-5.6698, 4.4446, 2.2144], [-5.3494, 5.5801, 1.0050], [-4.5835, 7.8599, 1.4757], [-3.1180, 7.1803, 2.3042], [-4.1733, 8.3082, 3.1094], [-4.5090, 5.8019, 3.7337], [-6.8175, 7.1391, 2.4795], [-6.2969, 7.5934, 4.1621], [-8.6201, 5.2958, 2.8068], [-8.7470, 6.6529, 4.0006], [-9.0359, 5.0010, 4.4842], [3.7270, -4.4275, 3.4065], [3.0016, -5.4806, 2.5739], [1.7709, -6.1252, 3.2847], [1.3392, -7.1942, 2.4771], [0.0541, -7.6809, 2.9395], [2.6867, -4.9684, 1.1960], [2.1740, -5.7176, 0.7532], [1.9975, -4.2303, 1.2075], [3.4233, -4.6638, 0.5756], [4.3453, -3.7628, 2.8032], [4.3928, -4.8804, 4.1411], [3.0217, -3.8763, 4.0285], [3.6487, -6.3577, 2.5615], [0.9762, -5.3929, 3.4275], [2.0067, -6.4156, 4.3085], [0.1959, -8.2599, 3.8520], [-0.2638, -8.3562, 2.1452], [-0.6529, -6.8618, 3.0717], [5.6022, 3.8824, 1.2774], [5.5684, 2.7743, 2.2827], [6.9442, 2.5731, 3.0370], [6.9668, 1.5246, 3.9865], [8.2075, 1.4594, 4.7469], [4.4776, 3.0352, 3.2660], [4.1386, 2.1530, 3.6222], [4.7504, 3.4744, 4.1336], [3.6154, 3.3295, 2.8299], [5.6969, 4.8234, 1.8193], [4.6976, 4.0649, 0.6972], [6.3994, 3.9509, 0.5372], [5.2050, 1.8854, 1.7670], [7.1688, 3.5092, 3.5483], [7.6786, 2.3756, 2.2561], [8.6342, 2.4486, 4.9127], [8.8960, 0.8713, 4.1401], [7.9915, 0.9424, 5.6819], [1.6558, 0.3222, -6.2317], [1.7519, 1.7835, -5.8628], [1.6576, 2.7471, -6.9879], [1.8412, 4.0560, -6.6049], [2.3428, 4.9396, -7.6423], [0.6380, 2.1137, -4.8350], [0.5424, 1.4639, -4.0677], [0.6865, 3.0198, -4.3915], [-0.3191, 2.0072, -5.1393], [0.9167, 0.0588, -6.9883], [1.6268, -0.4475, -5.4604], [2.5571, 0.0644, -6.7879], [2.7262, 1.9341, -5.3981], [0.8079, 2.6197, -7.6586], [2.4231, 2.4754, -7.7149], [1.8247, 4.9380, -8.6013], [3.3362, 4.5793, -7.9096], [2.2756, 5.9869, -7.3480]], "forces_ev_per_a": [[0.22, 0.36, -0.92], [0.82, -1.41, -2.09], [-0.04, -0.64, -0.12], [-0.71, -0.23, 0.73], [0.13, -0.34, 0.24], [-0.25, 2.13, 1.97], [0.36, 0.42, 0.49], [-2.16, -1.75, 0.87], [1.18, 0.88, -0.17], [-0.47, 0.26, -0.59], [0.00, 0.06, 0.49], [1.34, 0.29, -0.29], [-0.55, 0.21, -0.38], [-1.33, -0.22, 0.38], [1.08, -0.17, -0.54], [0.65, -0.03, -0.17], [0.47, 0.14, -0.36], [0.44, 0.14, 0.39], [-0.22, -0.48, -0.09], [0.44, 0.26, -0.59], [-0.49, -0.20, 0.61], [-0.60, 0.13, -0.26], [-0.19, 0.35, 0.63], [-0.03, -0.29, -0.36], [0.27, 0.09, -0.10], [0.71, -0.95, 1.62], [-1.22, -1.84, -0.83], [2.96, -0.77, 0.93], [-1.29, 1.53, -1.38], [-0.08, 1.00, 0.55], [0.74, 0.19, -0.23], [-0.98, 0.00, 0.20], [-0.29, -0.27, -0.54], [0.21, 0.04, -0.18], [-0.05, 0.07, -0.33], [-0.10, -0.11, 0.09], [0.16, 0.38, 0.31], [-0.73, 0.62, 0.11], [0.22, 0.10, -0.20], [-0.82, 0.23, -0.18], [-0.76, -0.02, -0.27], [1.06, -0.32, 0.50], [-0.36, 0.03, 0.51], [0.81, -0.78, 2.19], [0.03, 1.03, -0.99], [-0.48, 0.60, 0.43], [0.80, -0.57, -0.75], [-1.25, -0.88, 0.33], [-0.11, -0.76, -0.55], [-0.27, 0.84, 0.45], [0.77, -0.11, 0.19], [-0.16, 0.09, 0.00], [0.03, -0.31, -0.25], [-0.06, 0.45, -0.34], [0.29, 0.16, -1.24], [-0.34, 0.33, -0.26], [0.63, -0.26, -0.02], [-0.13, 0.15, 0.12], [-0.24, 0.07, 0.20], [-0.01, 0.00, 0.04], [0.06, 2.20, -0.04], [1.08, -1.18, -0.21], [-0.65, -0.34, -0.33], [-0.83, 0.53, 0.05], [-0.41, -0.31, -0.88], [-0.57, -1.54, 0.52], [0.26, -1.03, 0.26], [0.08, 1.19, 0.03], [-0.23, 1.30, -0.14], [0.22, 0.25, 0.18], [-0.34, -0.70, 0.12], [0.26, -0.81, 0.32], [0.49, -0.39, 0.20], [0.19, 0.36, -0.14], [0.16, 0.25, -0.13], [-0.14, 0.05, 0.15], [0.25, 0.01, 0.22], [0.00, 0.18, -0.15], [0.41, -0.79, -1.44], [-0.49, -0.52, 0.91], [0.45, -0.02, -2.43], [-0.41, 1.29, 0.50], [0.16, -0.48, -0.43], [-0.20, -0.43, 0.64], [1.10, -0.63, 0.66], [0.41, 0.75, -0.20], [-0.38, 0.41, -1.44], [-0.58, 0.39, 0.25], [-0.16, 0.55, 0.50], [0.35, 0.20, 0.12], [-0.35, 0.29, 0.63], [-0.95, -0.07, 0.46], [0.73, -0.36, 0.15], [-0.80, -0.62, 0.15], [0.35, 0.49, 0.31], [0.39, -0.38, 0.63]], "gap_ha": 0.118, "homo_energy_ev": -11.94, "e_above_lowest_ev": 11.2355, "charge": 4}